ORCA calculation (ωB97M-V with the def2-TZVPD basis set) on a 2-piece molecular cluster, C2H2Cl2O2S overall.

Its multiplicity is 3. For the HOMO-LUMO gap (spin up / spin down), the calculation gives 9.08 / 6.37 eV. For the largest force on an atom, the calculation gives 2.59 eV Å⁻¹. The lowest unoccupied orbital energy (spin up / spin down) is 0.005 / -0.139 hartree. Its total energy is -1546.2679 a.u. Its total charge is 0. For the energy above the lowest of the compared OMol25 structures with the same formula, charge and spin, the calculation gives 27.7 kcal/mol. Its expectation value of S² is 2.02. For the molar mass, the calculation gives 161.01 g mol⁻¹.

Each atom is followed by the atoms it is bonded to, with distances in Å.
Positions of all 9 atoms, in Å:
1 C -1.019 -0.081 0.864  C2 1.275, H8 1.029
2 C -1.607 -0.054 -0.267  C1 1.275, Cl6 1.692, H9 1.105
3 O 2.498 1.256 0.656  S5 1.413
4 O 1.175 0.556 -1.288  S5 1.439
5 S 1.653 0.302 0.045  O3 1.413, O4 1.439, Cl7 2.119
6 Cl -3.241 -0.424 -0.504  C2 1.692
7 Cl 2.607 -1.588 -0.046  S5 2.119
8 H -0.774 -0.012 1.861  C1 1.029
9 H -1.292 0.044 -1.322  C2 1.105